No. 1
Density functional theory data (the ωB97M-V functional and the def2-TZVPD basis) for a structure of composition C29H26DyN5O2S in a non-equilibrium geometry.

XYZ file:
```
64
Properties=species:S:1:pos:R:3
Dy -1.02252 0.53300 -1.42536
C 1.60579 -1.39757 -4.44336
O 0.21303 -1.29577 -4.70393
C -0.28284 -0.61337 -3.64411
N 0.54283 -0.10354 -2.74501
C 1.87675 -0.48654 -3.24727
C 2.75678 -1.16321 -2.21320
C 4.10167 -1.43720 -2.51418
C 4.92285 -2.08514 -1.58863
C 4.41346 -2.46411 -0.34873
C 3.08517 -2.19094 -0.03142
C 2.26305 -1.54396 -0.95631
C -1.80011 -0.59419 -3.65529
C -2.70030 -1.29285 -4.41869
C -4.06118 -1.22948 -4.02732
C -4.46514 -0.55048 -2.84996
C -3.49320 0.11917 -2.15005
N -2.28496 0.14986 -2.68070
C -3.53044 0.74638 -0.76336
N -2.53018 1.19579 -0.02238
C -3.18888 1.61906 1.22793
C -4.63905 1.16187 1.08709
O -4.79268 0.76961 -0.26970
C -2.54299 1.06467 2.48351
C -2.95284 1.53422 3.74360
C -2.39243 1.01666 4.91414
C -1.41464 0.02756 4.84245
C -0.99235 -0.44220 3.60112
C -1.55173 0.07349 2.43012
H 2.16488 -1.07406 -5.32744
H 1.84084 -2.45147 -4.25638
H 2.38131 0.43067 -3.57729
H 4.52069 -1.14479 -3.47431
H 5.96126 -2.29123 -1.83395
H 5.05207 -2.96586 0.37307
H 2.68547 -2.47604 0.93805
H 1.22981 -1.33206 -0.68511
H -2.38395 -1.88830 -5.26498
H -4.80842 -1.76230 -4.61584
H -5.49070 -0.58265 -2.50547
H -3.13981 2.71503 1.27181
H -5.33881 1.97343 1.31241
H -4.89361 0.30452 1.72029
H -3.71075 2.30894 3.82105
H -2.71806 1.38835 5.88194
H -0.97688 -0.37413 5.75246
H -0.22383 -1.20774 3.53938
H -1.20164 -0.30147 1.46954
N 3.84191 1.07120 4.25940
C 3.59563 1.92136 3.13988
S 4.39104 3.11940 3.01732
C 2.54144 1.59822 2.10364
C 2.29816 2.50666 0.93276
C 1.35735 2.20122 0.02417
N 0.57939 1.01529 0.15753
C 0.75246 0.20471 1.14630
C 1.77436 0.48346 2.18334
H 4.56614 1.31085 4.95442
H 3.32280 0.20133 4.42283
H 2.86979 3.41859 0.79649
H 1.18508 2.86076 -0.82029
H 0.14351 -0.68994 1.21876
H 1.86446 -0.23770 2.98163
H -1.17631 -1.37504 -0.68836
```

Results
energy relative to the best compared isomer or geometry (same formula, charge and spin) = 86.6 kJ/mol
total charge = +2
total energy = -2827.45034 hartree
LUMO level (spin up / spin down) = -7.6666 / -7.6877 eV
expectation value of S² = 9.33
highest occupied orbital energy (spin up / spin down) = -12.97 / -12.97 eV
multiplicity = 6

---

No. 2
Density functional theory data (the ωB97M-V functional and the def2-TZVPD basis) for a cluster of 10 separate species, H20O10 in total in a non-equilibrium geometry.

XYZ file:
```
30
Properties=species:S:1:pos:R:3
O -1.74281 1.68162 0.04916
H -2.64698 1.47291 -0.25697
H -1.50230 2.42293 -0.36739
O -2.52042 -1.37490 1.42682
H -2.61774 -0.86983 2.20405
H -1.63901 -1.62162 1.52809
O 0.13495 -2.46232 1.31549
H 0.64055 -2.68021 2.08838
H 0.23611 -1.55434 1.07945
O -3.98277 0.18225 -0.41643
H -4.47320 -0.57575 -0.56529
H -3.16662 -0.22381 -0.07516
O 0.55631 0.12643 0.30750
H -0.27734 0.35744 0.06327
H 0.65772 -0.43236 -0.50051
O 1.00030 -1.68736 -1.90354
H 0.61984 -2.43359 -1.51238
H 2.05949 -1.78926 -1.62896
O -1.58647 1.83897 2.65642
H -1.81516 2.65294 2.84028
H -1.58479 1.83424 1.74268
O 3.48902 -1.26104 -1.03204
H 4.09818 -1.92327 -1.32521
H 3.69070 -1.38125 -0.08862
O 2.53408 1.14996 -2.58803
H 2.28883 0.25840 -2.17923
H 3.52775 1.13302 -2.51579
O 1.27712 2.78293 0.02768
H 1.53347 2.45882 -0.85103
H 1.21119 1.91805 0.47729
```

Results
energy relative to the best compared isomer or geometry (same formula, charge and spin) = 339.9 kJ/mol
total energy = -764.35245 hartree
LUMO level = -0.3490 eV
highest occupied orbital energy = -10.53 eV

---

No. 3
Density functional theory data (the ωB97M-V functional and the def2-TZVPD basis) for the molecule C37H32N2O3 in a non-equilibrium geometry.

XYZ file:
```
74
Properties=species:S:1:pos:R:3
C -1.38598 -3.24579 3.97852
O -1.24651 -2.19163 3.02916
C -2.27720 -1.28203 2.91977
C -3.60763 -1.60484 3.25044
C -4.54580 -0.59686 3.38759
C -4.15518 0.74504 3.38576
C -2.81584 1.07222 3.07359
O -2.29478 2.32364 3.21047
C -3.13572 3.43158 3.70783
C -1.91636 0.04627 2.65179
N -0.51287 0.40432 2.60299
C -0.00342 0.85598 3.81053
C 1.35505 0.70009 3.80473
N 1.67429 0.00768 2.67053
C 3.03203 -0.38903 2.42207
C 0.57434 -0.29530 1.85557
C 0.96868 -0.77973 0.48963
C 0.53275 -0.23427 -0.76407
C 0.18954 1.13241 -0.81970
C -0.15162 1.77264 -1.98343
C -0.37334 3.23028 -1.96910
C 0.36231 4.00767 -1.04606
C 0.23443 5.39054 -1.02436
C -0.63219 6.03012 -1.92063
C -1.40273 5.26541 -2.80724
C -1.27644 3.87617 -2.83714
C -0.31483 0.98811 -3.24446
O -0.96299 1.45012 -4.19550
C 0.35480 -0.34284 -3.26445
C 0.57659 -0.95932 -4.61663
C 1.66932 -1.82706 -4.84594
C 1.88726 -2.45233 -6.08190
C 1.05070 -2.20153 -7.17860
C -0.02257 -1.31197 -7.00538
C -0.23751 -0.69870 -5.76306
C 0.65827 -0.89511 -2.03652
C 1.88767 -1.93225 0.41702
C 2.98000 -2.00852 -0.49862
C 3.84024 -3.10584 -0.51451
C 3.64654 -4.18929 0.34065
C 2.52391 -4.17921 1.17869
C 1.67880 -3.07763 1.22342
H -0.39645 -3.67994 4.04916
H -1.67205 -2.85335 4.95674
H -2.11007 -4.00338 3.65310
H -3.85731 -2.64351 3.42936
H -5.58395 -0.85478 3.55574
H -4.88161 1.52046 3.63303
H -2.44710 4.28956 3.68367
H -4.00677 3.61457 3.05036
H -3.44380 3.23771 4.75229
H -0.57488 1.21056 4.66582
H 2.09876 1.04088 4.54156
H 3.08562 -1.48233 2.36527
H 3.36097 0.08530 1.47100
H 3.64903 -0.05240 3.25524
H 0.13312 -1.28735 1.79589
H 0.24665 1.69323 0.11222
H 1.05797 3.50657 -0.36565
H 0.82016 5.95436 -0.30476
H -0.71130 7.11501 -1.92853
H -2.10849 5.73465 -3.48899
H -1.85804 3.27357 -3.53209
H 2.37543 -1.99457 -4.03754
H 2.71607 -3.15095 -6.21024
H 1.21081 -2.67555 -8.15338
H -0.69945 -1.09076 -7.83679
H -1.05215 0.01259 -5.67555
H 0.98268 -1.93147 -2.05814
H 3.17603 -1.18937 -1.20643
H 4.66008 -3.16202 -1.23278
H 4.33869 -5.02936 0.37242
H 2.26690 -5.05723 1.78154
H 0.81841 -3.07988 1.91305
```

Results
total energy = -1764.16352 hartree
LUMO level = -0.6577 eV
highest occupied orbital energy = -6.37 eV

---

No. 4
Density functional theory data (the ωB97M-V functional and the def2-TZVPD basis) for a cluster of 15 separate species, C32H70Cl2N6O36 in total in a non-equilibrium geometry.

XYZ file:
```
146
Properties=species:S:1:pos:R:3
Cl 0.83934 3.66494 5.06987
C -0.09142 4.11217 3.52220
C 0.73351 4.00383 2.25949
Cl 2.20712 5.01400 2.25159
H -0.38812 5.15854 3.59415
H -0.94445 3.43362 3.51944
H 0.17697 4.09155 1.32639
H 1.06104 2.96520 2.30502
C 5.76102 6.08675 -1.89859
N 4.91638 4.90260 -1.83092
O 5.22704 3.87161 -1.20338
O 3.85906 5.00102 -2.42679
H 6.81861 5.84238 -1.79915
H 5.49661 6.84472 -1.16125
H 5.56952 6.63180 -2.82290
C 5.34120 2.21773 -4.75493
N 5.08404 0.86690 -4.30327
O 6.08493 0.14920 -4.30375
O 3.92796 0.52808 -3.99765
H 4.37990 2.73042 -4.72084
H 5.75825 2.15349 -5.75994
H 5.99741 2.72754 -4.04954
C -2.24618 -2.20876 5.46713
N -2.97555 -2.77670 4.28739
O -4.00182 -3.40444 4.48742
O -2.53828 -2.48018 3.16566
H -1.41385 -2.88972 5.64496
H -2.92588 -2.05570 6.30539
H -1.79416 -1.26290 5.16857
C 1.35327 4.99075 -4.77633
N 1.37719 3.58714 -5.24459
O 1.17986 3.33128 -6.47341
O 1.49167 2.73649 -4.41034
H 0.66355 4.94084 -3.93378
H 1.23304 5.71964 -5.57782
H 2.30747 5.23622 -4.31012
C 3.66714 -2.92654 -3.36214
N 2.86442 -3.20564 -2.14906
O 2.63331 -2.31065 -1.37791
O 2.50529 -4.33627 -1.91237
H 4.03542 -3.87440 -3.75461
H 4.43890 -2.27109 -2.95857
H 3.18026 -2.21700 -4.03117
C -2.94983 5.11219 0.68469
N -3.03961 3.62464 0.82814
O -2.28524 2.98041 1.48518
O -3.93329 3.06052 0.25831
H -3.69107 5.37865 -0.06875
H -1.92308 5.32647 0.38809
H -3.27690 5.56862 1.61893
C -3.75590 -0.98695 -0.60236
O -4.92614 -0.11223 -0.50580
C -6.15028 -0.58181 -0.64369
O -6.43588 -1.76226 -0.96146
O -7.01468 0.36776 -0.27931
C -8.30112 -0.03424 0.07479
H -4.02910 -1.75243 -1.32866
H -3.32107 -1.36211 0.32407
H -3.06030 -0.34377 -1.14139
H -8.33953 -0.69351 0.94196
H -8.81663 -0.48977 -0.77069
H -8.82991 0.87003 0.37609
C 1.57708 -2.99221 5.87392
O 2.42405 -3.88434 5.18939
C 2.65890 -3.68727 3.90627
O 3.35049 -4.48003 3.24893
O 2.21141 -2.53836 3.44828
C 2.37618 -2.20571 2.08907
H 2.13557 -2.09303 6.13405
H 1.37791 -3.46258 6.83683
H 0.65497 -2.72825 5.35611
H 2.06086 -3.02235 1.43962
H 3.44025 -2.10785 1.87397
H 1.85079 -1.26709 1.91286
C -1.25225 -4.17345 0.14118
O -0.48344 -4.80088 1.11861
C -1.03803 -5.63858 2.04791
O -0.37636 -6.38955 2.76934
O -2.39884 -5.63691 1.93337
C -3.23782 -6.55768 2.65908
H -1.22092 -4.90407 -0.66710
H -0.83702 -3.26748 -0.30029
H -2.26896 -3.94910 0.46377
H -2.91517 -6.57690 3.70005
H -3.24626 -7.59689 2.33034
H -4.24701 -6.16275 2.77596
C -0.99518 0.04385 1.77290
O 0.16811 0.70489 1.47455
C 0.44927 1.03178 0.20605
O -0.26032 0.86194 -0.77303
O 1.70378 1.45605 0.13200
C 2.39396 1.46617 -1.07712
H -1.81747 0.38732 1.14523
H -1.29696 0.05639 2.82022
H -0.90575 -1.01978 1.55202
H 3.38883 1.90633 -1.00942
H 1.84529 2.06515 -1.80395
H 2.44834 0.47439 -1.52603
C -5.97033 1.08758 7.37654
O -5.01878 0.72311 6.38531
C -5.32479 0.68763 5.14539
O -6.32383 1.17849 4.67751
O -4.27488 0.14974 4.42595
C -4.25809 0.20368 3.00933
H -6.74116 0.31873 7.32370
H -6.51061 1.97943 7.05903
H -5.56747 1.03543 8.38802
H -5.24344 0.14837 2.54660
H -3.65176 -0.54270 2.49614
H -3.87505 1.19693 2.77515
C 5.76967 0.30770 -0.33677
O 6.95980 0.74057 0.24857
C 7.13819 0.70467 1.56454
O 6.23367 0.30375 2.34311
O 8.36114 1.10940 1.84099
C 8.84415 1.08625 3.17817
H 5.80770 0.66707 -1.36512
H 4.92745 0.79925 0.15022
H 5.70452 -0.78034 -0.33285
H 8.12617 1.69235 3.73065
H 9.84238 1.48957 3.34837
H 8.72101 0.05817 3.51873
C -1.24686 0.63847 -7.10896
O -2.58657 0.47092 -6.56269
C -2.98021 1.17512 -5.43800
O -4.08372 1.13582 -4.99899
O -1.91353 1.91444 -4.90829
C -2.03181 2.57022 -3.66864
H -1.12020 1.71993 -7.15907
H -1.24706 0.21666 -8.11404
H -0.38358 0.30897 -6.53080
H -1.06899 3.07963 -3.70842
H -2.01383 1.85378 -2.84737
H -2.85771 3.28084 -3.70046
C -0.20395 -1.34880 -3.08378
O 0.20878 -2.78197 -3.37981
C -0.64207 -3.80990 -3.35801
O -1.77624 -3.72575 -2.73968
O -0.15694 -4.81498 -4.05896
C -1.09074 -5.82577 -4.44603
H 0.66097 -0.75081 -2.79669
H -0.86125 -1.37619 -2.21470
H -0.79147 -0.83530 -3.84485
H -1.60480 -6.31188 -3.61684
H -0.54170 -6.55068 -5.04700
H -1.83235 -5.37903 -5.10826
```

Results
total charge = -1
total energy = -5218.21203 hartree
LUMO level (spin up / spin down) = 1.3899 / 1.3899 eV
expectation value of S² = 0.75
highest occupied orbital energy (spin up / spin down) = -1.52 / -5.18 eV
multiplicity = 2

---

No. 5
Density functional theory data (the ωB97M-V functional and the def2-TZVPD basis) for a structure of composition C16H55BaF3O15 in a non-equilibrium geometry.

XYZ file:
```
90
Properties=species:S:1:pos:R:3
Ba -25.57175 26.20811 -8.95394
O -26.13477 24.48485 -10.81302
H -26.42740 24.98991 -11.57918
C -28.67456 25.36524 -7.63287
O -28.47608 26.15739 -8.80403
O -27.46152 25.22254 -7.07443
C -29.74604 25.95603 -6.71614
F -29.62526 27.29475 -6.60209
F -30.99795 25.70635 -7.16485
F -29.69542 25.45273 -5.47728
C -29.55936 26.55623 -9.61231
C -28.98245 27.27939 -10.81017
H -28.52063 26.54258 -11.47128
H -29.77409 27.76506 -11.38278
H -28.25599 28.02679 -10.48583
H -30.28455 27.16075 -9.05744
H -30.12293 25.69479 -9.99515
H -29.03227 24.39202 -8.01905
C -32.62447 28.53208 -10.57156
O -32.02539 29.01089 -11.79277
H -33.68845 28.35898 -10.73313
H -32.14617 27.59136 -10.28335
H -32.48241 29.24210 -9.76329
H -32.32862 28.45299 -12.51292
C -32.87057 25.76838 -4.28423
O -33.15652 24.71499 -5.17736
H -33.58449 25.71983 -3.46923
H -31.84128 25.74106 -3.90593
H -32.89626 26.76178 -4.75419
H -32.52366 24.76076 -5.90012
C -26.80787 25.41805 -3.75449
O -26.65313 26.49388 -4.67528
H -26.06833 24.63241 -3.93310
H -26.58183 25.82021 -2.76575
H -27.82043 25.02128 -3.80271
H -27.00582 26.20242 -5.53529
C -28.86673 23.72202 -12.50668
O -28.69541 23.83271 -11.10422
H -28.47630 22.77412 -12.87830
H -29.93490 23.79017 -12.71879
H -28.39402 24.58052 -13.00181
H -27.72703 23.95955 -10.90162
C -31.89593 23.50993 -9.88668
O -30.74970 22.75648 -9.54836
H -32.14328 24.23628 -9.10710
H -31.78383 24.00898 -10.85488
H -32.73055 22.81085 -9.98248
H -29.98814 23.12612 -10.02808
C -31.25201 30.26464 -7.29165
O -31.62568 31.28744 -6.36509
H -31.09415 30.71776 -8.27322
H -30.33206 29.77636 -6.97117
H -32.06154 29.53525 -7.33589
H -31.46162 32.15168 -6.74416
C -26.68477 27.23882 -14.08834
O -26.38940 28.57750 -13.70171
H -26.42997 27.08769 -15.13907
H -26.07079 26.53885 -13.52519
H -27.72512 26.96629 -13.89280
H -26.79551 29.17437 -14.33474
C -28.87840 30.67481 -12.33725
O -29.72543 30.48832 -11.22208
H -27.99669 31.24825 -12.07283
H -28.57773 29.70503 -12.75686
H -29.43244 31.14431 -13.15956
H -30.51177 29.99552 -11.51617
C -27.58154 31.94066 -9.10595
O -28.26812 30.73452 -8.84214
H -28.23214 32.70412 -9.53656
H -27.14645 32.33632 -8.18522
H -26.70329 31.79178 -9.75370
H -28.86023 30.53704 -9.58881
C -28.04258 22.08379 -5.53703
O -26.83079 22.71612 -5.92375
H -27.82608 21.44944 -4.67930
H -28.83206 22.81110 -5.33979
H -28.39103 21.42227 -6.34148
H -27.05683 23.53767 -6.39342
C -26.48828 29.03059 -6.78262
O -26.31736 28.73522 -8.18772
H -25.72313 28.53151 -6.18825
H -26.39401 30.11231 -6.68434
H -27.44704 28.67261 -6.40781
H -26.87290 29.38546 -8.65377
C -24.61567 29.30758 -10.99659
O -25.50541 28.20453 -11.06803
H -23.83296 29.11121 -10.26898
H -24.16523 29.51871 -11.97095
H -25.14163 30.22992 -10.72477
H -26.04925 28.30197 -11.86447
```

Results
total energy = -2096.21806 hartree
LUMO level = -0.4971 eV
highest occupied orbital energy = -8.80 eV

---

No. 6
Density functional theory data (the ωB97M-V functional and the def2-TZVPD basis) for a structure of composition C10H30N6O5P2Pd.

XYZ file:
```
54
Properties=species:S:1:pos:R:3
Pd -0.39202 -1.05135 -1.18013
C 2.66988 -5.40581 -2.03407
O 1.24505 -5.38924 -2.15804
C 0.70357 -4.15099 -2.11519
O 1.33353 -3.13335 -1.98497
N -0.64914 -4.25493 -2.26842
N -1.45034 -3.12624 -2.11160
H 2.95681 -6.45125 -2.09290
H 2.97275 -4.97959 -1.07938
H 3.13060 -4.83768 -2.84016
H -1.05355 -5.17624 -2.29658
H -2.09615 -3.24127 -1.34221
H -1.94684 -2.91818 -2.96621
C 0.66076 0.16492 3.62743
N -0.67780 0.28527 3.06910
C -1.43571 1.38989 3.62429
P -0.82695 -0.11747 1.45645
O -0.21880 -1.44293 1.23274
O -0.08592 1.17024 0.79313
P 0.27387 1.56761 -0.73989
O -0.62183 1.14814 -1.84703
N 0.23238 3.20988 -0.51102
C -0.03348 3.95884 0.69549
C 0.48174 4.03101 -1.68306
N 1.86560 1.24134 -1.03184
C 2.27150 0.12670 -1.88114
C 2.83497 1.59551 -0.01255
N -2.42149 0.05537 1.09112
C -2.96004 1.25650 0.46952
C -3.18497 -1.15010 0.79965
H 0.59510 0.02006 4.70773
H 1.27054 1.05920 3.43723
H 1.15944 -0.69928 3.19338
H -1.48240 1.28145 4.70977
H -2.45146 1.38135 3.23480
H -0.98142 2.36744 3.40729
H -0.03679 3.30818 1.56408
H -0.99862 4.47785 0.64612
H 0.74134 4.72015 0.84050
H 0.73029 3.40154 -2.53562
H 1.31749 4.71536 -1.50206
H -0.40052 4.62273 -1.94599
H 1.50971 -0.05304 -2.63790
H 2.40778 -0.79711 -1.31232
H 3.21118 0.39359 -2.37293
H 2.51723 2.49871 0.51015
H 3.80041 1.79517 -0.48250
H 2.96700 0.79305 0.72330
H -2.42563 2.13937 0.81866
H -4.00827 1.36220 0.75801
H -2.87936 1.21134 -0.62031
H -2.70442 -2.01200 1.25703
H -3.24062 -1.31286 -0.28297
H -4.19602 -1.04903 1.20203
```

Results
energy relative to the best compared isomer or geometry (same formula, charge and spin) = 15.7 kJ/mol
total energy = -1914.46412 hartree
LUMO level = 0.7244 eV
highest occupied orbital energy = -5.93 eV

---

Which value of total energy does entry 2 give? -764.35245 hartree